Entry from OMol25: a structure of composition C19H27AsN3O5PSSn at a distorted geometry (ωB97M-V/def2-TZVPD).

For the energy above the lowest of the compared OMol25 structures with the same formula, charge and spin, the calculation gives 23.4 kcal per mole. As for the total charge: 0. For the largest force on an atom, the calculation gives 1.220 eV/A. Its multiplicity is 1. The HOMO-LUMO gap is 0.2578 Eh. As for the total energy: -4470.4283 hartree.

CARTESIAN COORDINATES (ANGSTROEM)
H 1.70 -3.29 3.89
H -2.63 1.28 -1.64
H -1.72 6.22 -4.77
H -2.53 -4.11 -4.43
H -0.12 -4.09 -3.76
H -2.77 3.48 -2.78
H 1.13 3.44 2.09
C 0.58 2.99 -2.71
C -3.45 -0.96 -1.04
H 3.75 2.30 4.02
H 2.01 -1.78 3.00
H 1.44 1.20 -1.86
C -2.19 -3.49 -3.62
C 1.53 -2.75 2.96
H 2.06 2.14 4.56
H -0.76 -4.51 4.17
H 2.83 3.63 1.61
C 3.63 0.58 1.37
H 3.26 0.38 0.37
O -4.47 -0.52 -1.52
H -0.64 -5.00 2.46
C -0.84 -1.49 4.28
H 1.52 3.45 -2.99
N -1.33 -1.96 -1.52
C 0.54 1.77 -2.07
H -2.34 4.61 -4.70
H -1.92 -1.40 4.37
O 1.19 -1.84 -0.70
C -0.86 -3.49 -3.25
H 1.95 -3.31 2.13
As -0.39 -2.46 2.62
H 3.10 0.71 4.48
C -1.74 1.80 -1.95
C -0.63 4.97 -3.61
C -3.08 -2.66 -2.94
C 2.87 1.66 4.01
Sn -0.57 -0.60 0.28
C -2.60 -1.92 -1.87
S 0.57 6.05 -3.31
H -0.41 -0.49 4.21
H -2.14 -4.27 3.07
C -1.05 -4.25 3.15
C 1.96 2.98 1.56
P 2.27 1.34 2.31
C -0.46 -2.70 -2.19
C -0.62 3.65 -2.99
H -0.44 -2.00 5.16
H 3.88 -0.37 1.83
C 1.00 -2.57 -1.73
O 1.04 0.51 2.31
O 1.86 -3.14 -2.38
N -1.69 5.30 -4.37
N -0.59 1.19 -1.69
C -1.81 3.02 -2.61
H 1.67 2.82 0.53
H -4.12 -2.59 -3.22
H 4.51 1.22 1.33
O -2.95 -0.68 0.09

Atomic partial charges in e from the Mulliken method, atoms 1 to 4: 0.42 0.46 0.22 0.44